The following is a quantum chemistry calculation of a 2-piece molecular cluster, C10H13N3S overall in a non-equilibrium geometry, from OMol25.

Positions of all 27 atoms, in Å:
C  -0.0039  0.3370  -3.4182
C  -0.0437  1.5452  -2.7528
C  -0.0093  -0.8456  -2.6533
C  -0.3679  1.6237  -1.3935
C  -0.2614  -0.7892  -1.3037
C  -0.3913  0.4492  -0.6288
C  1.4382  -1.5117  1.1340
C  -2.9247  -0.2622  3.2890
C  2.5423  0.5777  0.4261
C  -0.8230  0.5119  0.7259
N  -2.3159  0.8032  2.5020
N  -1.6430  0.5299  1.5683
N  2.1851  -0.7780  0.2948
S  0.9190  -2.9845  0.9244
H  0.0884  0.2657  -4.5188
H  -0.1741  2.5142  -3.3404
H  0.1767  -1.7091  -3.0972
H  -0.3436  2.6684  -0.9689
H  -0.2623  -1.6349  -0.6397
H  -2.3442  -1.2171  3.5277
H  -3.7426  -0.6114  2.7820
H  -3.2970  0.0922  4.2537
H  1.6020  1.2550  0.3454
H  2.8307  0.6872  1.5462
H  3.3918  0.9199  -0.2161
H  1.2706  -1.0545  2.1161
H  2.5029  -1.3821  -0.5043

multiplicity	3
LUMO energy (spin up / spin down)	0.0245 / -0.0683	Eh
<S²>	2.0316
Kohn-Sham gap (spin up / spin down)	5.42 / 6.63	eV

***

The following is a quantum chemistry calculation of C10H13N4 as an isolated structure in a non-equilibrium geometry, from OMol25.

Positions of all 27 atoms, in Å:
C  1.5547  -2.9329  0.6691
C  -0.4844  -1.6466  0.3693
C  2.2081  -1.7813  0.6005
C  0.1614  -2.8885  0.5618
C  0.2613  -0.4945  0.4309
C  -0.2055  3.0734  -1.9358
C  -1.3446  2.4391  -1.7320
C  0.8963  2.8132  -0.9810
C  -1.5601  1.4347  -0.5635
C  -0.3709  1.3300  0.3498
N  0.8333  1.9970  -0.0082
N  1.6219  -0.6001  0.6187
N  -0.6162  -3.9804  0.4802
N  -0.6136  1.7934  1.6280
H  1.9766  -3.9146  0.6105
H  -1.5236  -1.6518  0.0836
H  3.2288  -1.7180  0.4833
H  -0.2288  3.6892  -2.7954
H  -2.1480  2.8405  -2.4074
H  1.8554  3.4183  -1.1391
H  -2.4436  1.7246  0.0106
H  -1.7987  0.4903  -1.1157
H  2.1038  0.2714  0.4144
H  -0.2452  -4.9126  0.7291
H  -1.6419  -3.8523  0.4867
H  -1.5609  1.7631  1.9476
H  0.0845  1.2951  2.2040

total charge	+1
LUMO energy	-0.1123	Eh
Kohn-Sham gap	9.65	eV